# 1
{
  "formula": "C41H35As2F3N5O6RuS2",
  "method": "wB97M-V/def2-TZVPD",
  "largest_force_ev_per_a": 2.07,
  "homo_lumo_gap_ev": [7.09, 5.24],
  "multiplicity": 6,
  "energy_ha": -7970.9177,
  "e_above_lowest_kcal_mol": 3.7,
  "e_lumo_ev": [-0.04, -2.40],
  "homo_ha": [-0.26189, -0.28063],
  "elements": ["Ru", "As", "As", "S", "S", "F", "F", "F", "O", "O", "O", "O", "O", "O", "N", "N", "N", "N", "N", "C", "C", "C", "C", "C", "C", "C", "C", "C", "C", "C", "C", "C", "C", "C", "C", "C", "C", "C", "C", "C", "C", "C", "C", "C", "C", "C", "C", "C", "C", "C", "C", "C", "C", "C", "C", "C", "C", "C", "C", "C", "H", "H", "H", "H", "H", "H", "H", "H", "H", "H", "H", "H", "H", "H", "H", "H", "H", "H", "H", "H", "H", "H", "H", "H", "H", "H", "H", "H", "H", "H", "H", "H", "H", "H", "H"],
  "coordinates": [[1.06298, -0.78216, 0.02140], [0.18488, -0.70137, 2.26158], [-1.52219, 1.33363, -0.50247], [0.17364, -1.87253, -3.54626], [2.79675, 2.35393, 0.78801], [2.35342, -0.94636, -4.84096], [2.74746, -2.18280, -3.10158], [2.03699, -3.07221, -4.93214], [5.90023, 1.37140, -2.99084], [5.11850, 0.00951, -1.06373], [-0.54073, -1.09715, -4.51224], [-0.15450, -3.28674, -3.50981], [0.22323, -1.22984, -2.21649], [3.01657, -0.54427, -0.72827], [-1.54182, -2.12729, 0.25224], [0.70574, 1.04629, -0.02273], [0.80858, -4.78367, -0.78073], [1.32261, -2.83303, 0.05472], [-2.05288, -3.79880, -1.08949], [3.92393, 0.10311, -1.37633], [0.22500, 5.73278, 0.15538], [-0.52592, -3.43185, 2.75580], [1.06574, 4.73331, -0.20207], [2.47773, -3.55766, -0.07882], [-1.32959, -4.49901, 3.11794], [-1.70282, 4.24672, 0.00330], [-2.00728, 1.08812, 1.42675], [2.17163, -4.76737, -0.61600], [-3.39380, 1.87703, -1.10382], [-3.40668, 2.51115, -2.34443], [-3.19461, -3.07166, -0.92014], [4.61504, 1.55530, -3.30169], [1.43516, -1.45753, 4.80417], [2.99600, 2.59457, -4.75791], [-0.87485, 0.94400, 2.44446], [2.26168, -1.27425, 5.90240], [3.01596, -0.11692, 6.02141], [-0.97814, -2.12131, 2.89571], [1.95749, 2.02505, -4.02824], [-2.86785, -2.05633, -0.07178], [-1.07065, -3.17573, -0.39230], [1.93465, -1.98994, -4.14560], [-2.24440, -1.89124, 3.41481], [2.14813, 0.65855, 3.91887], [-3.05224, -2.96048, 3.77504], [0.32212, -3.59364, -0.38109], [1.29451, 2.20406, 0.03258], [1.35839, -0.48298, 3.81294], [-5.77137, 2.20452, -0.94606], [-4.58753, 1.69681, -0.42238], [4.30685, 2.35855, -4.40375], [0.55324, 3.39177, -0.59804], [-1.17031, 5.52489, 0.23774], [-5.76964, 2.87733, -2.15694], [-4.58277, 3.02145, -2.86534], [2.25836, 1.20747, -2.95495], [-0.91931, 3.19182, -0.36234], [3.57142, 0.97090, -2.55876], [-2.60162, -4.26226, 3.62214], [2.96436, 0.84459, 5.02290], [1.45355, 0.73046, -2.42936], [2.78965, -5.61097, -0.86177], [-6.69504, 2.09385, -0.39215], [0.76223, 3.25498, -1.67898], [2.77627, 3.21928, -5.61458], [2.14423, 1.39597, 3.12552], [0.29104, -5.47436, -1.29538], [0.92462, 2.19027, -4.30919], [-2.76719, 4.08544, 0.14218], [2.31311, -2.03722, 6.66798], [-3.23651, -5.09354, 3.89860], [-4.03989, -2.77885, 4.17838], [0.46785, -3.60474, 2.35645], [-0.15974, 1.76484, 2.34829], [-4.60901, 1.17750, 0.52958], [-0.96978, -5.51412, 3.01068], [-4.12768, -3.33735, -1.38290], [0.84523, -2.36131, 4.71989], [3.65370, 0.02876, 6.88319], [3.56403, 1.74198, 5.09961], [-2.46953, 2.60938, -2.88339], [-1.85563, -4.39716, -1.87734], [5.12814, 2.78487, -4.96504], [-2.65064, 0.20788, 1.48521], [0.63000, 6.70573, 0.40305], [-4.57453, 3.54723, -3.81115], [2.13561, 4.87675, -0.25565], [-1.27051, 0.98933, 3.46280], [-6.68845, 3.29248, -2.54949], [-3.51852, -1.29351, 0.32065], [-2.60694, -0.87852, 3.54416], [-2.59928, 1.97054, 1.67892], [3.43399, -3.14422, 0.19048], [-1.82452, 6.33861, 0.51733], [5.90465, 0.80951, -2.17237]],
  "mulliken_spin": [2.486, 0.073, 0.135, 0.004, 0.465, 0.000, -0.002, 0.000, 0.001, 0.019, 0.003, 0.001, 0.024, 0.169, -0.016, 0.603, 0.004, -0.015, 0.002, -0.011, -0.107, -0.004, 0.300, -0.001, 0.002, -0.141, 0.002, -0.006, 0.169, 0.030, 0.004, 0.006, -0.002, 0.002, 0.026, 0.000, 0.002, 0.022, -0.009, 0.009, -0.033, -0.002, -0.015, -0.016, 0.001, 0.015, -0.007, -0.009, 0.003, -0.015, 0.002, -0.155, 0.418, 0.002, 0.008, 0.009, 0.380, 0.017, -0.001, 0.005, 0.001, -0.001, 0.000, 0.113, 0.000, 0.003, 0.001, 0.002, 0.005, 0.000, 0.000, 0.000, -0.005, -0.004, 0.006, 0.000, 0.001, 0.001, 0.000, 0.001, -0.012, -0.001, 0.000, -0.008, -0.002, 0.001, 0.019, -0.001, 0.000, 0.002, 0.000, 0.001, -0.002, 0.023, 0.000]
}

# 2
{
  "formula": "C3H4N4O4",
  "method": "wB97M-V/def2-TZVPD",
  "largest_force_ev_per_a": 3.04,
  "homo_lumo_gap_ev": [7.74, 6.91],
  "energy_ha": -636.3277,
  "e_above_lowest_kcal_mol": 100.1,
  "e_lumo_ev": [-2.10, -2.39],
  "homo_ha": [-0.36160, -0.34189],
  "elements": ["O", "O", "O", "O", "N", "N", "N", "N", "C", "C", "C", "H", "H", "H", "H"],
  "coordinates": [[1.64912, -2.08440, 0.34125], [2.43682, -0.47063, -0.90390], [-2.38626, 0.19647, 0.88707], [-2.37867, -1.74994, 0.00022], [-0.76574, 0.93248, -1.16564], [-2.04338, -0.60554, 0.06050], [1.68518, -0.93160, -0.03852], [-0.21701, 1.73958, -0.48761], [-1.11917, -0.27768, -1.03193], [0.78290, -0.05953, 0.70221], [0.85126, 1.32093, 0.47878], [-1.17980, -0.82732, -1.88607], [0.68069, 1.84475, 1.45896], [0.11181, -0.43584, 1.49629], [1.89224, 1.40826, 0.08837]],
  "mulliken_charge": [-0.588, -0.605, -0.534, -0.558, 0.235, 1.009, 0.996, -0.213, -0.390, -0.560, -0.374, 0.395, 0.263, 0.531, 0.396]
}

# 3
{
  "formula": "C4H11NO2",
  "method": "wB97M-V/def2-TZVPD",
  "largest_force_ev_per_a": 1.60,
  "homo_lumo_gap_ev": [8.65, 6.10],
  "multiplicity": 2,
  "energy_ha": -363.8967,
  "e_above_lowest_kcal_mol": 19.9,
  "e_lumo_ev": [-4.92, -7.47],
  "charge": 1,
  "homo_ha": [-0.49869, -0.49869],
  "elements": ["O", "O", "N", "C", "C", "C", "C", "H", "H", "H", "H", "H", "H", "H", "H", "H", "H", "H"],
  "coordinates": [[-5.19430, 1.80962, 0.09392], [-1.57456, -0.58147, -2.44141], [1.90303, 0.30123, -0.70327], [2.18474, -0.12932, 0.50534], [3.47822, 0.02781, 1.01442], [1.15940, -0.70744, 1.35637], [-0.16681, -0.64193, 1.18631], [2.57413, 0.25589, -1.45664], [-4.55300, 2.32878, -0.40432], [4.24714, 0.33835, 0.31735], [-0.88183, -1.14613, -2.07834], [0.94136, 0.27396, -1.01919], [1.53311, -1.01542, 2.32153], [3.80814, -0.31354, 1.98461], [-0.61281, -0.23742, 0.27752], [-2.31224, -1.20532, -2.45528], [-5.68074, 1.26018, -0.52492], [-0.85298, -0.61782, 2.02599]],
  "mulliken_spin": [0.000, 0.001, 0.227, 0.116, 0.519, -0.008, 0.097, -0.005, 0.000, 0.024, 0.001, -0.020, 0.002, 0.034, 0.014, 0.000, 0.000, 0.000]
}